The following is a quantum chemistry calculation of C8H7O3P in the gas phase in a non-equilibrium geometry, from the Open Molecules 2025 dataset.

The geometry in ORCA input format:
```
! RIJCOSX wB97M-V def2-TZVPD def2/J DEFGRID3
* xyz 0 1
C -2.85854 2.66081 0.63042
C -2.59978 1.54601 0.18184
P -2.01967 -0.39040 -0.32855
O -2.60744 -0.91274 -1.55315
O -2.63611 -1.18459 0.95564
O -3.80435 -1.88248 0.52687
C -0.27038 -0.36134 -0.12570
C 0.38834 0.54279 -0.91793
C 1.75976 0.69549 -0.78237
C 2.41403 -0.07313 0.23324
C 1.76421 -1.20777 0.77304
C 0.43069 -1.37646 0.55255
H -3.04280 3.50099 1.19388
H -3.91244 -1.41893 -0.35649
H -0.14040 1.13946 -1.65072
H 2.34323 1.43137 -1.26569
H 3.48806 0.20591 0.42498
H 2.26713 -1.76547 1.62349
H -0.17477 -2.29592 0.87253
*
```

Summary:
max |F| = 4.35 eV Å⁻¹
ΔE to the lowest compared entry with this formula, charge and spin = 64.17 kcal/mol
HOMO energy = -10.130 eV
SMILES = C#C[P@](=O)(OO)c1ccccc1
E = -23835.806 eV